1.
The ion C5H8NO with charge +1. Source: the Open Molecules 2025 dataset; level of theory: ωB97M-V/def2-TZVPD.

Output
- orbital gap (eV) = 8.8
- E (eV) = -8842.101
- ΔE to the lowest compared entry with this formula, charge and spin (eV) = 2.6597
- SMILES = C[NH2+]C(C)=C=C=O
- net charge = +1

The geometry in XYZ format:
```
15
Properties=species:S:1:pos:R:3:forces:R:3
O 1.9645 -2.8441 -1.9570 -0.4 0.2 -0.2
N 0.2901 0.4384 0.9649 1.2 -0.9 -2.9
C 1.0404 1.6149 0.5064 -0.5 0.8 -0.7
C 1.1708 -2.1047 -1.5762 1.8 -1.1 -0.4
C -0.3650 -0.5563 -0.3044 -0.2 0.0 1.6
C -1.8005 -0.4811 -0.1677 -2.4 0.7 -1.0
C 0.3105 -1.3229 -1.0607 0.1 1.1 0.5
H -2.3268 -0.9243 0.6626 0.7 -0.7 0.9
H 2.0174 1.4563 0.1394 0.8 -1.2 -0.9
H 1.2744 2.3357 1.2493 -0.6 0.4 1.4
H -0.5169 0.7811 1.4415 -0.4 -0.4 1.2
H 0.9947 -0.1305 1.4049 -0.6 -0.7 1.2
H 0.4190 2.0836 -0.2177 -0.2 0.6 -0.8
H -2.3724 -0.8964 -1.0338 0.9 0.4 0.4
H -2.1002 0.5503 -0.0517 -0.2 0.7 -0.3
```
Forces are in eV/Å.

=====

2.
A cluster of 4 separate species, C9H24IO3 in total. Source: the Open Molecules 2025 dataset; level of theory: ωB97M-V/def2-TZVPD.

Output
- orbital gap (eV) = 7.9
- E (eV) = -23968.696
- ΔE to the lowest compared entry with this formula, charge and spin (eV) = 0.0000
- net charge = -1

The geometry in XYZ format:
```
37
Properties=species:S:1:pos:R:3:forces:R:3
I -19.5638 -17.5119 -18.7187 0.1 0.2 0.0
O -16.2177 -15.8429 -19.0379 0.1 0.5 -0.1
O -20.7933 -15.9947 -15.6508 0.0 -0.5 0.1
O -18.1857 -19.5007 -16.1055 0.4 0.6 0.2
C -17.0718 -18.9438 -15.4015 0.0 -0.4 -0.4
C -19.3805 -14.1575 -16.3736 0.0 0.4 0.6
C -15.8917 -18.7404 -16.3554 0.0 0.4 0.7
C -16.7180 -15.6589 -21.3909 0.4 0.1 0.1
C -21.7508 -13.8216 -15.5649 -0.1 0.1 0.0
C -16.2611 -14.9121 -20.1289 -0.4 -1.0 0.3
C -17.4836 -17.6847 -14.6588 0.2 0.0 0.5
C -17.1605 -13.7477 -19.7941 -0.5 0.6 0.0
C -20.7815 -14.7514 -16.3001 -0.2 0.6 -0.8
H -21.4249 -12.7826 -15.6490 0.1 0.0 0.2
H -18.1842 -14.0657 -19.5716 0.1 -0.3 -0.2
H -16.6679 -17.3009 -14.0348 0.1 0.1 -0.3
H -21.8371 -14.1072 -14.5156 0.2 0.1 0.0
H -16.8465 -13.1912 -18.9086 0.3 -0.1 -0.1
H -15.9330 -16.3496 -21.7048 0.0 0.1 -0.1
H -15.0456 -18.3863 -15.7526 0.0 0.1 -0.3
H -15.6024 -19.6775 -16.8253 -0.1 -0.1 -0.1
H -15.2303 -14.5768 -20.2618 0.0 0.1 0.0
H -22.7618 -13.8473 -15.9780 0.0 -0.2 -0.1
H -16.9265 -14.9562 -22.2024 0.0 -0.1 0.0
H -18.6918 -14.7154 -17.0044 -0.1 -0.3 0.1
H -17.5909 -16.2761 -21.1776 -0.2 0.2 0.0
H -17.8240 -16.9151 -15.3521 0.0 0.1 0.0
H -19.0065 -14.0928 -15.3443 0.2 -0.1 -0.1
H -18.2754 -17.9009 -13.9389 -0.2 -0.1 -0.3
H -18.4374 -18.8048 -16.7561 -0.2 -0.6 0.1
H -16.7371 -19.6810 -14.6612 -0.3 -0.1 0.0
H -20.4605 -16.6775 -16.2646 0.0 0.3 0.0
H -19.4014 -13.1345 -16.7637 -0.1 0.0 -0.1
H -16.1242 -17.9984 -17.1200 0.0 0.0 -0.1
H -17.2218 -13.0598 -20.6447 0.1 0.0 0.1
H -17.1388 -16.0960 -18.8513 0.0 -0.3 0.0
H -21.1405 -14.8396 -17.3345 0.0 -0.3 0.1
```
Forces are in eV/Å.

=====

3.
A cluster of 2 separate species, C3H7NO in total. Source: the Open Molecules 2025 dataset; level of theory: ωB97M-V/def2-TZVPD.

Output
- orbital gap (eV) = 8.9
- E (eV) = -6759.058
- ΔE to the lowest compared entry with this formula, charge and spin (eV) = 3.6920
- net charge = 0

The geometry in XYZ format:
```
12
Properties=species:S:1:pos:R:3:forces:R:3
O -1.8646 -0.6137 1.2323 0.5 -0.5 -0.4
N -0.5718 -0.9426 -0.6649 -0.2 0.2 -0.1
C 0.6288 1.7831 0.7913 0.2 0.2 0.3
C -1.1766 -1.3289 0.5642 -0.4 0.3 0.4
C -0.8329 0.2405 -1.2106 -0.2 -0.6 -0.4
H -0.9291 -2.3755 0.8164 0.0 0.1 0.1
H 0.2681 2.0499 1.7817 0.0 0.1 0.1
H 1.1661 2.6330 0.3690 -0.2 0.1 0.0
H 1.3687 0.9833 0.9263 -0.4 -0.1 -0.3
H 0.0306 -1.6685 -1.0581 0.0 0.2 0.0
H -0.2509 0.2912 -2.1476 0.1 0.0 0.1
H -0.2573 1.5254 0.1779 0.7 0.0 0.3
```
Forces are in eV/Å.

=====

> The highest E belongs to which entry?

C3H7NO